a) # CH4N2O

One molecule with the formula CH4N2O (ωB97M-V with the def2-TZVPD basis set, the Open Molecules 2025 dataset).

Results
- Lowest unoccupied orbital energy: 0.83 eV
- E_HOMO: -9.63 eV
- SMILES string: NC(N)=O
- Orbital gap: 10.47 eV
- Total charge: 0

```
8
Properties=species:S:1:pos:R:3:nbo_charge:R:1
N -0.730 0.286 1.055 -0.846
C -0.016 -0.165 -0.027 0.778
N 1.019 0.698 -0.529 -0.928
O -0.375 -1.116 -0.647 -0.593
H -1.653 0.021 1.321 0.410
H -0.195 0.884 1.638 0.385
H 1.963 0.386 -0.678 0.397
H 0.949 1.735 -0.628 0.396
```

b) # CH4N2O

One molecule with the formula CH4N2O (ωB97M-V with the def2-TZVPD basis set, the Open Molecules 2025 dataset).

Results
- Lowest unoccupied orbital energy: 0.58 eV
- E_HOMO: -9.30 eV
- SMILES string: [H]/N=C\NO
- Orbital gap: 9.88 eV
- Total charge: 0

```
8
Properties=species:S:1:pos:R:3:nbo_charge:R:1
H -1.236 0.898 1.172 0.320
N -0.494 0.229 1.610 -0.718
C 0.202 -0.258 0.684 0.255
N 0.349 -0.256 -0.522 -0.322
O -0.439 0.562 -1.405 -0.541
H 1.155 -0.679 1.130 0.147
H 1.306 -0.454 -0.681 0.384
H -0.843 -0.042 -1.988 0.475
```

So which one wins? Going from most stable to least: a), b).

a) # CH4N2O

One molecule with the formula CH4N2O (ωB97M-V with the def2-TZVPD basis set, the Open Molecules 2025 dataset).

Results
- Lowest unoccupied orbital energy: 0.80 eV
- E_HOMO: -9.71 eV
- SMILES string: [H]/N=C\NO
- Orbital gap: 10.51 eV
- Total charge: 0

```
8
Properties=species:S:1:pos:R:3:nbo_charge:R:1
H 0.609 1.491 0.164 0.334
N 1.026 1.063 -0.659 -0.661
C 0.600 -0.146 -0.714 0.240
N -0.303 -0.828 0.135 -0.349
O -1.083 0.007 0.969 -0.572
H 0.996 -0.824 -1.493 0.168
H -0.928 -1.420 -0.362 0.364
H -0.672 -0.072 1.892 0.476
```

b) # CH4N2O

CH4N2O as an isolated structure (ωB97M-V with the def2-TZVPD basis set, the Open Molecules 2025 dataset).

Results
- Lowest unoccupied orbital energy: 0.47 eV
- E_HOMO: -8.71 eV
- Orbital gap: 9.18 eV
- Total charge: 0

```
8
Properties=species:S:1:pos:R:3:nbo_charge:R:1
C -1.206 0.327 0.197 -0.364
N 1.334 -0.952 0.197 0.183
N 0.607 -0.067 -0.301 -0.398
O 2.447 -1.068 -0.241 -0.438
H -1.483 0.598 -0.798 0.223
H -1.607 -0.527 0.813 0.232
H -0.960 0.998 0.981 0.212
H 0.867 0.692 -0.848 0.349
```

So which one wins? Going from most stable to least: a), b).

a) # C2H2Cl2O2

One molecule with the formula C2H2Cl2O2 (ωB97M-V with the def2-TZVPD basis set, the Open Molecules 2025 dataset).

Results
- Lowest unoccupied orbital energy (alpha / beta): -1.03 / -0.91 eV
- E_HOMO (alpha / beta): -10.88 / -8.74 eV
- Orbital gap (alpha / beta): 9.85 / 7.82 eV
- Total charge: 0

```
8
Properties=species:S:1:pos:R:3:nbo_charge:R:1
C 0.422 0.189 0.149 -0.188
C -1.054 0.268 0.375 -0.132
O 0.763 -0.588 -1.046 -0.160
O 1.962 -1.168 -1.027 -0.139
Cl -1.890 -1.099 0.898 0.090
Cl -1.948 1.497 -0.363 0.086
H 0.832 1.198 0.016 0.218
H 0.914 -0.297 0.998 0.225
```

b) # C2H2Cl2O2

One molecule with the formula C2H2Cl2O2 (ωB97M-V with the def2-TZVPD basis set, the Open Molecules 2025 dataset).

Results
- Lowest unoccupied orbital energy (alpha / beta): -1.15 / -1.36 eV
- E_HOMO (alpha / beta): -9.49 / -8.81 eV
- Orbital gap (alpha / beta): 8.34 / 7.45 eV
- Total charge: 0

```
8
Properties=species:S:1:pos:R:3:nbo_charge:R:1
C -0.764 -0.043 -0.159 -0.125
C 0.810 0.152 -0.245 0.015
O -0.924 -0.072 1.188 -0.289
O 0.263 -0.655 1.693 -0.267
Cl 1.754 -0.917 -1.189 0.123
Cl 1.305 1.730 -0.039 0.150
H -1.474 0.828 -0.556 0.211
H -0.971 -1.022 -0.694 0.183
```

So which one wins? Going from most stable to least: a), b).

a) # C18H20BaN6O3S4

C18H20BaN6O3S4 as an isolated structure (ωB97M-V with the def2-TZVPD basis set, the Open Molecules 2025 dataset).

Results
- Lowest unoccupied orbital energy: 3.88 eV
- E_HOMO: -2.46 eV
- Orbital gap: 6.34 eV
- Total charge: -2

```
52
Properties=species:S:1:pos:R:3:lowdin_charge:R:1
Ba 0.588 -1.059 1.238 1.760
C -0.479 2.168 0.585 -0.523
C -0.119 2.261 -0.913 -0.509
S -0.147 0.674 -1.797 0.813
C -1.231 1.056 -3.175 -0.549
C -2.719 1.286 -2.888 -0.524
S -3.492 0.053 -1.807 0.827
C -4.223 1.137 -0.577 -0.575
C -3.269 2.045 0.203 -0.529
S -1.933 1.175 1.027 0.854
H -0.608 3.166 1.003 0.081
H 0.357 1.702 1.125 0.013
H 0.901 2.647 -0.983 -0.003
H -0.793 2.946 -1.433 0.064
H -1.124 0.203 -3.848 0.041
H -0.830 1.936 -3.686 0.075
H -3.259 1.279 -3.835 0.066
H -2.860 2.260 -2.421 0.053
H -4.729 0.453 0.110 0.063
H -4.987 1.755 -1.055 0.068
H -3.845 2.574 0.965 0.070
H -2.828 2.794 -0.457 0.056
O 2.323 0.739 0.967 -0.450
N 3.641 0.836 1.040 -0.220
C 4.232 0.169 2.077 -0.040
C 5.578 0.123 2.242 -0.086
C 6.373 0.787 1.297 -0.112
C 5.771 1.482 0.288 -0.131
C 4.356 1.571 0.126 -0.735
S 3.614 2.530 -1.082 0.496
H 3.539 -0.336 2.732 0.110
H 5.989 -0.435 3.070 0.098
H 7.454 0.753 1.363 0.092
H 6.353 2.011 -0.453 0.082
N -1.784 -2.499 1.950 -0.074
C -2.527 -1.642 2.898 -0.213
C -1.626 -0.657 3.669 -0.739
O -2.132 -0.049 4.598 -0.004
O -0.411 -0.562 3.220 -0.449
H -2.387 -2.884 1.235 0.066
H -1.352 -3.273 2.444 0.073
H -3.094 -2.192 3.650 0.104
H -3.233 -1.029 2.339 0.084
N 0.015 -2.596 -0.770 -0.048
C -0.265 -2.864 -1.856 -0.233
C -0.571 -3.312 -3.172 -0.276
C 0.046 -4.497 -3.695 -0.270
N 0.522 -5.452 -4.140 0.082
C -1.549 -2.617 -3.951 -0.271
N -2.336 -2.065 -4.596 0.104
N 2.909 -3.624 2.861 -0.176
C 2.181 -2.927 2.267 -0.557
```

b) # C18H20BaN6O3S4

C18H20BaN6O3S4 as an isolated structure (ωB97M-V with the def2-TZVPD basis set, the Open Molecules 2025 dataset).

Results
- Lowest unoccupied orbital energy: 3.96 eV
- E_HOMO: -2.78 eV
- Orbital gap: 6.74 eV
- Total charge: -2

```
52
Properties=species:S:1:pos:R:3:nbo_charge:R:1
Ba 0.629 -0.888 -0.966 1.791
C -1.987 0.862 2.375 -0.544
C -1.213 -0.002 3.362 -0.545
S -0.063 -1.191 2.601 0.222
C 1.431 -0.848 3.562 -0.567
C 2.027 0.555 3.457 -0.547
S 2.284 1.170 1.764 0.241
C 1.506 2.802 1.893 -0.551
C 0.030 2.834 2.280 -0.555
S -0.979 1.799 1.194 0.212
H -2.622 0.227 1.761 0.270
H -2.622 1.573 2.912 0.199
H -0.622 0.597 4.056 0.198
H -1.937 -0.561 3.959 0.212
H 1.216 -1.067 4.612 0.193
H 2.150 -1.575 3.188 0.290
H 1.407 1.288 3.975 0.193
H 2.998 0.545 3.956 0.219
H 2.089 3.428 2.572 0.206
H 1.634 3.215 0.889 0.243
H -0.133 2.493 3.302 0.200
H -0.331 3.863 2.223 0.215
O 0.045 -3.276 -1.863 -0.698
N -1.197 -3.310 -2.313 0.006
C -2.090 -4.062 -1.638 0.035
C -3.394 -4.180 -2.028 -0.277
C -3.809 -3.486 -3.164 -0.186
C -2.901 -2.711 -3.838 -0.255
C -1.560 -2.575 -3.424 0.036
S -0.410 -1.524 -4.170 -0.446
H -1.694 -4.543 -0.757 0.224
H -4.075 -4.765 -1.428 0.212
H -4.837 -3.528 -3.498 0.203
H -3.189 -2.141 -4.710 0.221
N -1.408 0.950 -2.176 -0.898
C -2.745 0.842 -1.592 -0.348
C -2.908 -0.417 -0.713 0.769
O -4.063 -0.813 -0.522 -0.735
O -1.843 -0.903 -0.200 -0.891
H -1.188 1.899 -2.451 0.363
H -1.372 0.381 -3.025 0.388
H -3.556 0.837 -2.325 0.179
H -2.909 1.695 -0.930 0.204
N 2.024 1.675 -1.591 -0.507
C 2.512 2.677 -1.902 0.377
C 3.079 3.904 -2.288 -0.618
C 4.085 3.994 -3.280 0.327
N 4.903 4.100 -4.090 -0.437
C 2.662 5.108 -1.664 0.327
N 2.325 6.093 -1.159 -0.445
N 3.601 -2.435 1.601 -0.689
C 2.847 -1.989 0.831 -0.236
```

So which one wins? Going from most stable to least: b), a).